Density functional theory data (ωB97M-V/def2-TZVPD) for one molecule with the formula C2H8N4P4 at a distorted geometry.

- lowest unoccupied orbital energy (eV) = 0.47
- structure (SMILES) = Cc1nnn(P(#[PH2])[PH]#[PH2])n1
- max |F| (eV Å⁻¹) = 3.49
- frontier orbital gap (eV) = 8.86
- HOMO energy (Eh) = -0.308

Last column: Mulliken charge in e.
CARTESIAN COORDINATES (ANGSTROEM)
C: 1.72848 -1.29860 0.06624  0.504
C: 3.14734 -1.46206 -0.14853  -0.835
N: 0.91318 -2.27203 0.70798  -0.656
N: -0.27895 -1.94275 0.47922  -0.094
N: -0.27480 -0.76191 -0.19445  1.045
N: 0.97682 -0.41595 -0.48293  -0.769
P: -2.73095 -1.99370 0.07014  -0.074
P: -1.31738 3.17808 -0.31047  -0.118
P: -1.83652 -0.22046 -0.77708  -0.114
P: -2.12569 1.35298 0.70769  -0.075
H: 3.37470 -1.13003 -1.13503  0.280
H: 3.83612 -1.15704 0.65080  0.250
H: 3.19965 -2.57070 0.03760  0.284
H: -3.94448 -1.48199 -0.60058  0.065
H: -2.47938 -2.68011 -1.04207  0.075
H: -2.48246 3.99379 -0.31483  0.081
H: -0.96162 3.42591 1.01599  0.079
H: -3.47465 1.46615 0.21376  0.072

Atoms 1-2, force components in eV/Å:
C -2.06 -1.19 1.42
C 0.68 -2.36 1.80

Density functional theory data (ωB97M-V/def2-TZVPD) for C24H26BrFMnN9O7 as an isolated structure.

- lowest unoccupied orbital energy (spin up / spin down) (eV) = -9.93 / -9.24
- max |F| (eV Å⁻¹) = 0.09
- <S²> = 3.8389
- net charge = +3
- frontier orbital gap (spin up / spin down) (eV) = 6.31 / 6.99
- HOMO energy (spin up / spin down) (Eh) = -0.597 / -0.596
- spin multiplicity = 4

Last column: Mulliken charge in e.
CARTESIAN COORDINATES (ANGSTROEM)
Mn: -1.47465 -3.39722 0.13941  0.106
F: 3.70083 0.85312 -0.08788  -0.325
C: 2.40860 1.16662 -0.25376  0.091
C: 1.50491 0.15306 -0.24369  -0.420
C: 0.13092 0.42355 -0.36289  0.993
C: -0.84318 -0.62380 -0.30522  1.606
O: -0.43481 -1.85018 -0.16322  -0.595
C: -2.18780 -0.26300 -0.38190  0.190
C: -2.52487 1.07201 -0.51112  -0.567
N: -1.63239 2.05032 -0.58771  0.327
C: -2.09299 3.43456 -0.68142  -0.363
C: -1.89536 4.18326 -1.96748  -0.390
C: -3.26856 3.75423 -1.54853  -1.034
C: -0.27213 1.76354 -0.49401  -0.905
C: 0.67715 2.79064 -0.51912  -0.780
C: 2.03785 2.53374 -0.39117  -0.767
N: 2.96875 3.56246 -0.40079  0.164
C: 2.65446 4.87607 0.14411  -0.747
C: 3.00561 5.95787 -0.87510  -0.724
N: 4.26885 5.54895 -1.60763  -0.117
C: 5.13204 4.66083 -0.75903  -0.883
C: 4.41510 3.33156 -0.52029  -0.659
C: -3.31586 -1.23041 -0.32346  0.140
O: -4.45845 -0.88507 -0.34204  -0.567
O: -2.99831 -2.54195 -0.29211  -0.298
H: 1.85216 -0.86130 -0.10491  0.501
H: -3.56912 1.35240 -0.55023  0.805
H: -1.98564 3.96153 0.25805  0.496
H: -1.44805 3.64331 -2.79163  0.217
H: -1.63592 5.23077 -1.90382  0.323
H: -3.72633 2.95769 -2.11866  0.362
H: -3.95971 4.49591 -1.17648  0.266
H: 0.33142 3.80128 -0.66545  0.803
H: 3.20672 5.03247 1.07545  0.331
H: 1.60346 4.96036 0.39958  0.468
H: 3.19482 6.91550 -0.39426  0.390
H: 2.23102 6.08408 -1.62821  0.430
H: 4.79020 6.37938 -1.89508  0.362
H: 4.02100 5.05293 -2.46535  0.386
H: 5.32898 5.20866 0.15994  0.383
H: 6.07797 4.50068 -1.27116  0.413
H: 4.85183 2.88130 0.37320  0.396
H: 4.60261 2.66101 -1.35721  0.521
Br: -0.66647 -1.02948 2.87486  0.055
C: -1.77199 -2.52231 3.11162  0.339
C: -2.33049 -2.68715 4.37222  -0.742
C: -3.16489 -3.75972 4.61781  -0.459
C: -3.42240 -4.65494 3.58832  -0.801
C: -2.83145 -4.43011 2.37220  0.686
N: -2.01023 -3.38320 2.11408  0.339
C: -3.04712 -5.37086 1.23045  0.146
O: -3.72716 -6.34152 1.26912  -0.524
O: -2.32652 -5.00848 0.15365  -0.288
H: -2.10002 -1.96603 5.14238  0.467
H: -3.60630 -3.89461 5.59619  0.472
H: -4.06241 -5.51963 3.70002  0.573
N: -1.29648 -3.95748 -1.84716  0.070
N: -0.36339 -4.99731 -2.00128  -0.362
C: 0.43894 -5.29420 -0.94926  0.804
N: 1.28456 -6.29020 -1.06207  -0.307
N: 0.26468 -4.47342 0.10179  0.235
N: 1.12884 -4.51668 1.19793  0.716
O: 0.84587 -3.73118 2.06683  -0.503
O: 2.06022 -5.28683 1.19995  -0.730
H: -2.24032 -4.30119 -2.03556  0.453
H: -1.06933 -3.18583 -2.47210  0.359
H: -0.52640 -5.66529 -2.74120  0.244
H: 1.36022 -6.82016 -1.91710  0.208
H: 1.90692 -6.49490 -0.29135  0.220

Atoms 1-2, force components in eV/Å:
Mn 0.00 0.09 -0.01
F -0.01 0.00 0.00

Density functional theory data (ωB97M-V/def2-TZVPD) for C27H49AsN5PdS as an isolated structure.

- lowest unoccupied orbital energy (eV) = -1.79
- max |F| (eV Å⁻¹) = 0.93
- net charge = +1
- frontier orbital gap (eV) = 7.10
- HOMO energy (Eh) = -0.327

Last column: Mulliken charge in e.
CARTESIAN COORDINATES (ANGSTROEM)
Pd: 0.00068 0.96520 -0.21772  -0.466
N: -4.64271 1.41144 0.73285  -0.648
C: -5.00961 1.24821 -0.69014  0.317
C: -4.79079 -0.20995 -1.09240  -1.632
C: -3.31970 -0.57785 -1.20619  -0.019
N: -2.68598 -0.55322 0.14768  0.695
C: -2.60062 0.37276 -2.16080  -0.461
C: -2.73181 1.84556 -1.77897  0.206
N: -1.84883 2.17841 -0.63556  -0.581
C: -4.20402 2.21215 -1.56932  -1.574
H: -5.31461 0.92133 1.31527  0.247
H: -4.70534 2.38794 1.00192  0.229
H: -3.24262 0.04843 0.76359  0.836
H: -6.06866 1.48104 -0.84497  0.357
H: -5.25098 -0.37539 -2.06880  0.484
H: -5.30249 -0.87351 -0.38945  0.458
H: -3.20754 -1.59463 -1.58142  0.452
H: -1.73524 -0.12919 0.12430  -0.187
H: -2.48132 -1.47121 0.61389  0.462
H: -3.04272 0.22559 -3.14897  0.596
H: -1.54057 0.11952 -2.21268  -0.399
H: -2.35770 2.42900 -2.62201  0.657
H: -2.37975 2.17162 0.23095  0.160
H: -1.49481 3.12304 -0.72980  0.324
H: -4.68563 2.23072 -2.55063  0.463
H: -4.28548 3.22820 -1.17233  0.418
C: 1.78489 -4.59716 4.76929  -1.603
C: 0.98785 -5.43238 3.75788  1.926
C: 1.97011 -6.22542 2.89447  -2.066
C: 0.08081 -6.42015 4.50525  -1.600
C: 0.12098 -4.49807 2.92526  0.375
C: -0.84238 -3.69388 3.53267  -0.494
C: -1.61189 -2.84680 2.76088  -1.332
N: -1.48586 -2.73303 1.43857  -0.691
C: -0.55629 -3.48058 0.84298  -0.822
C: 0.24456 -4.37596 1.54791  0.202
C: -0.38982 -3.34062 -0.62931  -0.087
C: -0.28353 -4.49153 -1.40106  -0.564
C: -0.06962 -4.41248 -2.77509  0.438
C: 0.04803 -3.13263 -3.29794  -1.192
C: -0.06966 -2.03757 -2.45067  -0.687
N: -0.29164 -2.11296 -1.14614  0.374
C: 0.04706 -5.68000 -3.61112  1.963
C: -1.22596 -6.52223 -3.43625  -1.619
C: 1.26389 -6.47977 -3.12119  -1.568
C: 0.22765 -5.37240 -5.09667  -2.126
H: 2.42821 -5.25077 5.35958  0.448
H: 1.12841 -4.06278 5.45645  0.342
H: 2.41312 -3.86554 4.25888  0.374
H: 2.55405 -6.89002 3.53118  0.423
H: 2.66776 -5.56862 2.37240  0.418
H: 1.44989 -6.84300 2.16001  0.408
H: 0.68981 -7.09323 5.10987  0.461
H: -0.50029 -7.02109 3.80380  0.359
H: -0.61320 -5.90744 5.17179  0.344
H: -0.99944 -3.71972 4.60202  0.443
H: -2.36884 -2.22694 3.22901  0.388
H: 0.98840 -4.93154 0.99971  0.826
H: -0.39339 -5.45022 -0.91385  0.864
H: 0.23656 -2.96626 -4.34858  0.502
H: 0.05484 -1.03387 -2.84699  0.443
H: -1.38492 -6.80729 -2.39638  0.317
H: -1.14647 -7.43710 -4.02463  0.457
H: -2.10358 -5.97093 -3.77849  0.376
H: 1.15067 -6.78110 -2.07911  0.331
H: 2.17547 -5.88657 -3.20954  0.372
H: 1.38297 -7.38317 -3.72058  0.451
H: -0.60625 -4.78905 -5.49097  0.423
H: 0.27118 -6.30888 -5.65298  0.435
H: 1.15526 -4.83038 -5.28791  0.396
C: 2.69148 1.94911 -2.51578  -0.977
As: 3.08252 1.87341 -0.62724  0.689
C: 2.72001 3.62899 0.08286  -0.946
C: 4.99652 1.70008 -0.52089  -1.044
S: 2.11753 0.29292 0.35901  -0.487
H: 3.28636 2.71967 -3.00464  0.412
H: 1.62630 2.15022 -2.62257  0.213
H: 2.92220 0.97300 -2.93902  0.319
H: 3.04798 4.39188 -0.62223  0.387
H: 3.25998 3.73525 1.02225  0.336
H: 1.65053 3.70543 0.26860  0.219
H: 5.47808 2.53487 -1.02754  0.377
H: 5.29280 0.76112 -0.98399  0.341
H: 5.28477 1.68678 0.52838  0.341

Atoms 1-2, force components in eV/Å:
Pd -0.21 0.89 -0.15
N -0.04 0.10 0.04

Density functional theory data (ωB97M-V/def2-TZVPD) for C10H14BClF4MnO8 as an isolated structure at a distorted geometry.

- lowest unoccupied orbital energy (spin up / spin down) (eV) = 4.36 / 4.36
- max |F| (eV Å⁻¹) = 4.81
- <S²> = 8.9809
- net charge = -2
- frontier orbital gap (spin up / spin down) (eV) = 3.29 / 5.47
- HOMO energy (spin up / spin down) (Eh) = 0.040 / -0.041
- spin multiplicity = 6

Last column: Mulliken charge in e.
CARTESIAN COORDINATES (ANGSTROEM)
Mn: -0.38307 -0.60847 0.80744  1.375
C: -0.42841 3.95383 -2.63379  -0.661
C: -1.77844 3.95706 -3.15658  0.297
C: -2.73824 2.77202 -2.61533  0.174
O: -3.93580 2.96455 -2.81305  -0.777
C: -2.09799 1.68550 -1.96316  -0.189
C: -0.76832 1.69151 -1.70501  0.126
C: 0.05455 2.89857 -1.92800  0.537
O: 1.28822 3.02432 -1.52320  -0.777
O: -0.34731 0.64181 -1.08692  -0.671
O: -2.35713 4.79744 -3.91145  -0.705
H: 0.06508 4.90874 -2.73872  0.391
H: -2.77101 0.87266 -1.73352  0.213
Cl: -1.15606 1.26903 2.29836  -0.685
B: 0.75926 -2.83589 2.87943  0.221
F: 1.23451 -3.71894 1.89208  -0.438
F: 0.20928 -3.63747 3.88441  -0.382
F: 1.81982 -2.08192 3.35532  -0.435
F: -0.22737 -2.04207 2.37619  -0.231
C: -2.43105 -2.03165 -0.61418  -0.490
C: -1.33297 -3.08057 -0.42048  -0.585
O: -0.13592 -2.40278 -0.27505  -0.194
O: -2.45903 -1.06875 0.38082  -0.355
H: -3.42801 -2.47103 -0.64754  0.526
H: -2.32279 -1.63456 -1.62349  0.245
H: -1.29862 -3.79988 -1.23872  0.499
H: -1.52358 -3.70151 0.45485  0.263
H: 0.51124 -2.98307 -0.68254  0.237
H: -3.35084 -0.72803 0.48178  0.273
C: 2.42834 0.76639 1.12895  -0.204
C: 3.90324 0.35521 1.12285  -0.538
O: 4.26634 -0.27613 2.39987  -0.514
O: 1.69999 -0.45987 1.34072  -0.287
H: 2.19531 1.23894 0.17476  0.163
H: 2.27847 1.49366 1.92690  0.277
H: 4.54063 1.19470 0.84520  0.380
H: 3.91794 -0.33358 0.27819  0.264
H: 4.00556 0.25495 3.15588  0.317
H: 2.09425 -0.84488 2.12681  0.341

Atoms 1-2, force components in eV/Å:
Mn -0.25 2.82 -0.44
C -3.37 2.57 -2.28

Density functional theory data (ωB97M-V/def2-TZVPD) for a 8-piece molecular cluster, C25H47I2NO7S overall at a distorted geometry.

- lowest unoccupied orbital energy (eV) = 0.15
- structure (SMILES) = C[C@@H](I)Cc1ccc(CCCI)c2c1Sc1ccccc1N2.CO.CO.CO.CO.CO.CO.CO
- max |F| (eV Å⁻¹) = 4.55
- frontier orbital gap (eV) = 7.85
- HOMO energy (Eh) = -0.283

Last column: Mulliken charge in e.
CARTESIAN COORDINATES (ANGSTROEM)
C: 0.04120 -4.71575 0.34210  -0.727
C: -1.23504 -3.86685 -0.24349  -0.444
I: -1.71197 -2.35343 1.27555  0.000
C: -0.91360 -3.22321 -1.69510  -0.808
C: -0.07247 -1.84622 -1.51385  0.355
C: 1.44227 -1.92373 -1.20206  -0.469
C: 2.20912 -0.58644 -0.99066  -0.934
C: 1.50538 0.80276 -1.11560  0.562
C: 2.43432 2.08941 -0.87491  -0.867
C: 3.08005 2.05695 0.62136  -0.316
C: 2.29111 3.05229 1.63238  -0.890
I: 3.14526 2.71168 3.63945  -0.061
C: -0.02328 0.91104 -1.43768  -0.175
C: -0.76190 -0.46859 -1.61913  0.301
S: -2.59733 -0.31347 -1.94479  -0.333
C: -3.04050 1.09613 -0.79934  0.513
C: -4.33826 1.08254 0.03563  -0.487
C: -4.64361 2.25002 1.00166  -0.606
C: -3.59671 3.41040 1.08472  -0.591
C: -2.29218 3.43716 0.21876  -0.407
C: -1.96661 2.24627 -0.75102  0.260
N: -0.72162 2.22109 -1.55990  -0.243
H: 0.84238 -4.87845 -0.47142  0.180
H: 0.52557 -4.05927 1.13845  0.289
H: -0.32018 -5.69530 0.80811  0.227
H: -2.16210 -4.53092 -0.34250  0.511
H: -1.86227 -2.95661 -2.28075  0.392
H: -0.26729 -3.93133 -2.32581  0.278
H: 1.92854 -2.96075 -1.10060  0.417
H: 3.31805 -0.66120 -0.72693  0.457
H: 3.30191 2.05023 -1.63395  0.298
H: 1.89132 3.08120 -1.04655  0.241
H: 4.21165 2.27993 0.60327  0.375
H: 2.99424 1.00228 1.08871  0.252
H: 1.19235 2.73481 1.63239  0.369
H: 2.43231 4.15030 1.33215  0.361
H: -5.03330 0.18296 -0.07176  0.489
H: -5.59627 2.21223 1.63922  0.312
H: -3.84473 4.24640 1.82432  0.320
H: -1.59671 4.35063 0.32277  0.289
H: -0.13415 2.98674 -1.19521  0.370
C: 1.66169 -1.30510 5.30683  -0.498
O: 2.58125 -1.61855 4.27249  -0.485
H: 1.31471 -2.23333 5.76170  0.224
H: 2.15498 -0.69283 6.06639  0.265
H: 0.80717 -0.76581 4.88989  0.223
H: 2.87236 -0.78236 3.88717  0.259
C: 3.46836 -4.59203 -3.30489  -0.550
O: 2.20619 -4.76936 -2.67466  -0.470
H: 4.09584 -5.45702 -3.08662  0.298
H: 3.33046 -4.50831 -4.38594  0.240
H: 3.94719 -3.69139 -2.91953  0.221
H: 1.67276 -3.99125 -2.88435  0.180
C: 0.52873 -7.38331 3.85298  -0.555
O: -0.19509 -6.37340 3.16572  -0.426
H: 1.49816 -7.51084 3.37076  0.218
H: 0.67926 -7.08581 4.89381  0.240
H: -0.02269 -8.32624 3.81063  0.265
H: -1.04726 -6.27953 3.61023  0.268
C: 6.01243 -2.00954 -4.78600  -0.605
O: 5.06978 -1.95889 -3.72496  -0.406
H: 6.03846 -3.02394 -5.18504  0.217
H: 5.71441 -1.31742 -5.57754  0.279
H: 7.00409 -1.74317 -4.41154  0.267
H: 5.06577 -1.05309 -3.38995  0.252
C: 0.80117 6.26523 3.44633  -0.600
O: 1.39507 5.98718 2.18645  -0.396
H: 0.67238 5.32932 3.99054  0.232
H: 1.45172 6.93047 4.01934  0.272
H: -0.17449 6.73401 3.29565  0.258
H: 1.49714 6.83100 1.72792  0.252
C: -2.70450 6.92931 -1.44708  -0.559
O: -1.59453 6.97716 -0.56004  -0.479
H: -3.62048 7.07491 -0.87430  0.211
H: -2.61320 7.72370 -2.19209  0.293
H: -2.73758 5.95489 -1.94094  0.245
H: -0.79925 6.84588 -1.09156  0.285
C: -8.25354 -0.08119 -1.72696  -0.496
O: -7.81401 1.25119 -1.51106  -0.485
H: -9.27788 -0.17641 -1.36594  0.226
H: -8.22406 -0.31108 -2.79511  0.249
H: -7.61118 -0.77536 -1.17833  0.222
H: -6.90679 1.30840 -1.83843  0.290

Atoms 1-2, force components in eV/Å:
C -0.29 0.83 -0.23
C 0.83 -1.23 -0.94